Record 1
Computed, not measured: the molecule C21H22N4O3 at a distorted geometry, with wB97M-V/def2-TZVPD.

Cartesian coordinates (Å):
O 1.92 -2.03 3.26
C 0.72 2.98 -0.26
C 2.35 -1.53 1.14
O 2.69 0.43 -0.12
C 2.38 -0.75 -0.12
C -0.58 4.00 3.14
C -1.27 0.77 0.45
H -0.42 4.81 3.83
H -4.50 0.88 -1.61
C 0.53 -0.10 -2.55
C 1.96 -0.63 -2.48
C 2.72 -2.99 2.76
C -3.75 0.23 -2.00
O -1.14 -0.38 0.83
N 2.10 -1.42 -1.27
C -0.19 -2.24 -1.36
C -0.47 -1.26 -2.51
H -2.27 1.10 2.79
C -0.09 2.97 1.00
H 1.27 3.92 -0.35
H 3.01 -3.78 3.43
H -2.01 2.06 -0.92
N -1.76 1.09 -0.79
C -2.41 0.21 -1.67
H 0.38 0.55 -1.69
H -4.78 -1.10 -3.46
C -3.90 -0.79 -2.95
C 0.09 3.99 1.93
H 2.19 -1.26 -3.34
H 0.78 4.80 1.69
C 1.70 -1.15 2.28
H -0.44 -1.80 -3.46
H 1.49 -3.23 -0.43
C -1.43 2.96 3.46
H 0.38 0.49 -3.46
C -0.97 1.94 1.32
H 2.67 0.20 -2.43
N -1.83 -0.77 -2.42
C 1.29 -2.62 -1.31
H -1.95 2.95 4.41
H 1.45 2.17 -0.24
H 3.66 -3.31 0.82
C -1.62 1.93 2.55
H 1.58 -3.19 -2.21
C 3.02 -2.74 1.46
H -0.80 -3.13 -1.49
H 0.10 2.86 -1.15
H 1.06 -0.32 2.48
H -0.46 -1.77 -0.41
N -2.74 -1.37 -3.19

- energy above the lowest of the compared OMol25 structures with the same formula, charge and spin (kJ/mol) = 202.9
- gap between HOMO and LUMO (hartree) = 0.351
- calculated total energy (eV) = -34237.1393



Record 2
Computed, not measured: the molecule C21H22N4O3 at a distorted geometry, with wB97M-V/def2-TZVPD.

Cartesian coordinates (Å):
C 1.11 1.06 2.04
H 1.40 -3.41 -1.97
H -0.91 -2.62 -2.33
C 0.15 -3.89 1.13
C -0.28 0.68 2.60
C 1.73 2.18 2.84
O 0.66 1.35 -5.20
C 0.37 4.59 -1.09
H 0.45 -4.25 2.11
H -2.53 -2.66 -0.49
H 1.74 0.16 2.05
C -1.15 -3.46 0.94
N 0.75 2.72 0.37
O 1.20 -0.74 -0.01
H 1.04 3.02 2.88
C -0.61 -2.98 -1.36
H 1.17 4.99 -1.70
H 0.35 2.97 -6.45
C -1.52 -3.00 -0.32
C -1.93 -2.40 3.11
C 0.95 0.23 -2.88
H -2.68 -2.52 3.89
C 1.07 -3.87 0.10
N 0.97 1.42 0.63
H -0.95 -2.51 3.57
N -0.76 -0.47 2.10
H 1.91 1.84 3.85
N 0.69 2.28 -1.89
C 1.04 0.43 -0.32
C -2.15 -3.51 2.06
H -0.22 -1.00 1.43
C -2.04 -0.99 2.52
H -2.42 -0.29 3.27
H -0.57 4.72 -1.62
C 0.91 0.91 -1.68
O -0.87 1.38 3.40
H -3.16 -3.42 1.66
C 0.59 2.46 -3.24
H -2.07 -4.47 2.57
C 0.61 3.14 -0.82
C 0.39 3.41 -4.28
C 0.69 -3.42 -1.16
H -2.73 -1.00 1.66
H 1.10 -0.82 -3.00
H 0.33 5.12 -0.14
H 2.67 2.50 2.39
C 0.75 1.22 -3.86
H 0.23 4.46 -4.21
C 0.45 2.67 -5.42
H 2.08 -4.21 0.26

- energy above the lowest of the compared OMol25 structures with the same formula, charge and spin (kJ/mol) = 226.0
- gap between HOMO and LUMO (hartree) = 0.320
- calculated total energy (eV) = -34236.9001



Record 3
Computed, not measured: the molecule C21H22N4O4S at a distorted geometry, with wB97M-V/def2-TZVPD.

Cartesian coordinates (Å):
H 1.48 -4.10 -1.88
N -0.86 0.88 2.49
H -0.93 -1.43 0.42
H -2.47 -2.16 -3.63
C 1.80 -0.08 -2.19
N 0.50 -1.50 2.58
H 1.71 4.06 1.62
S 1.06 1.31 4.38
C -1.97 1.85 -2.81
H -2.91 2.35 -2.95
C -1.19 2.18 -1.70
C 0.56 -0.41 4.72
C -0.75 2.63 1.26
H 0.94 -0.62 5.72
C 0.18 -2.77 -0.83
C 0.81 -2.22 1.43
C 0.48 0.58 -2.40
C -1.52 0.90 -3.71
H 1.84 -1.04 -2.69
H 2.59 -3.14 2.15
C 1.06 3.91 2.48
H 0.01 4.00 -0.16
H 0.64 1.78 -0.65
H -3.70 -2.73 -2.48
C -2.91 -2.00 -2.65
C -0.97 3.63 0.18
C 1.30 -3.58 -0.95
C 0.02 1.55 -1.51
N -1.36 1.49 1.41
H -0.53 -0.45 4.69
H 3.03 -4.34 0.04
O 2.24 -1.96 3.99
H -3.32 -0.99 -2.58
C -0.30 0.27 -3.51
C 0.07 1.65 3.00
O -1.93 -2.14 -1.64
O -1.72 3.15 -0.89
C 1.21 -1.38 3.73
N 0.18 2.79 2.26
H 2.60 0.54 -2.58
C 2.16 -3.71 0.13
H 0.05 -0.48 -4.21
H -0.32 -0.88 2.49
C -0.07 -2.08 0.35
H 1.99 -0.24 -1.12
H -1.54 4.48 0.57
H 0.48 4.82 2.66
C 1.92 -3.04 1.31
C -0.74 -2.66 -1.99
H 1.67 3.70 3.36
O -0.47 -3.02 -3.11
H -2.12 0.65 -4.57

- energy above the lowest of the compared OMol25 structures with the same formula, charge and spin (kJ/mol) = 168.3
- gap between HOMO and LUMO (hartree) = 0.321
- calculated total energy (eV) = -47120.3633



Record 4
Computed, not measured: the molecule C21H22N4O4S, with wB97M-V/def2-TZVPD.

Cartesian coordinates (Å):
H -5.23 -2.55 1.75
C 1.29 3.63 -3.49
H -3.13 -1.97 -1.71
H -2.00 -1.16 2.93
H -5.67 -1.36 -0.73
N -3.30 -1.79 1.45
O -1.33 -1.64 0.30
C 2.86 0.77 -2.28
C 1.90 0.83 2.65
S 3.01 0.30 -3.85
C 3.10 2.45 -0.51
H -2.06 -3.83 2.01
C -2.55 -1.63 0.34
H -5.13 -0.79 1.53
H 1.87 4.43 -6.61
H -4.98 -2.97 -0.56
N 0.12 -2.33 2.66
H 4.14 3.80 -2.24
C -4.84 -1.92 -0.32
C 2.63 3.44 -3.71
C 1.68 -0.76 0.85
H -3.50 -0.37 -1.08
C 0.76 4.08 -4.72
H -2.67 -3.93 3.66
C -2.75 -1.94 2.78
C -2.09 -3.32 2.98
C -3.48 -1.44 -0.84
N 3.22 2.01 -1.83
H -0.27 4.33 -4.92
C 2.42 1.76 1.78
H -3.56 -1.79 3.49
C 2.20 0.18 -0.03
C 2.57 1.45 0.42
H -0.21 -2.21 1.71
C -4.72 -1.75 1.20
O 3.43 3.57 -0.19
H -0.64 -2.79 4.52
C -0.66 -3.20 3.51
C 3.72 2.97 -2.81
H -0.20 -4.20 3.54
H 4.51 2.50 -3.41
C 0.94 -1.39 3.18
H 2.71 2.74 2.11
O 2.94 3.75 -4.98
O 1.19 -1.31 4.37
H 2.09 -1.01 -1.72
H 0.76 3.46 -2.57
H 1.79 1.04 3.70
H 1.42 -1.74 0.47
N 2.36 -0.10 -1.37
C 1.52 -0.44 2.18
C 1.80 4.14 -5.58

- energy above the lowest of the compared OMol25 structures with the same formula, charge and spin (kJ/mol) = 22.4
- gap between HOMO and LUMO (hartree) = 0.297
- calculated total energy (eV) = -47121.8754



Record 5
Computed, not measured: a structure of composition C21H22N6O3PRu, with wB97M-V/def2-TZVPD.

Cartesian coordinates (Å):
O 0.47 -0.18 -2.85
N 1.39 -2.50 2.69
H 5.25 0.72 0.50
H -2.33 0.14 -2.06
H -2.92 -3.76 -1.85
H 4.22 -0.77 2.25
C 1.53 -1.82 1.53
H -0.19 -3.66 -4.03
N 0.48 -2.03 0.75
H 0.22 -2.04 -3.61
O -0.76 1.00 -4.29
N -2.18 -3.79 -2.52
H -0.90 3.14 1.26
N 2.27 -0.44 -0.21
O -1.27 -1.97 -1.57
C -2.90 -0.20 3.31
C 3.35 0.32 -0.59
C -1.54 0.53 1.01
C 4.28 0.27 0.41
H 1.79 5.92 -0.55
H 2.03 -2.53 3.46
N -0.19 -2.93 -3.33
H -4.54 -0.67 2.02
H 3.38 0.82 -1.53
P -0.60 0.80 -0.49
C -1.22 -2.87 -2.47
C 1.20 2.69 -1.38
Ru 0.51 -1.01 -1.08
H -2.04 1.89 -2.15
H 1.47 1.96 -2.14
N 3.75 -0.53 1.39
C -0.14 3.35 0.52
C -2.84 0.03 0.92
C -1.60 0.28 3.40
C -0.91 0.64 2.25
C 1.37 4.92 -0.51
C 0.18 -3.16 2.64
H -1.12 0.39 4.36
C -3.52 -0.32 2.08
H -3.34 -0.06 -0.03
C -0.37 -2.87 1.43
H 0.10 1.03 2.32
C -1.57 0.92 -2.02
C -0.59 0.62 -3.18
H 2.46 4.21 -2.21
C 0.27 2.37 -0.39
C 0.42 4.62 0.46
H -0.17 -3.77 3.45
H 0.10 5.37 1.17
C 2.54 -0.95 0.98
H -3.44 -0.47 4.22
C 1.75 3.96 -1.43
H -1.31 -3.18 1.01
H -2.27 -4.43 -3.30

- energy above the lowest of the compared OMol25 structures with the same formula, charge and spin (kJ/mol) = 33.2
- gap between HOMO and LUMO (alpha / beta) (hartree) = 0.303 / 0.276
- multiplicity = 2
- net charge = +2
- calculated total energy (eV) = -49077.5338



Record 6
Computed, not measured: a structure of composition C21H22NO4PtSTe at a distorted geometry, with wB97M-V/def2-TZVPD.

Cartesian coordinates (Å):
C 2.60 -0.83 1.66
H -0.26 1.81 3.78
C -3.07 -1.09 -2.67
O 1.61 -0.03 -0.98
C -2.92 2.62 -2.59
H 4.34 1.34 2.93
H 4.26 -2.10 1.50
H 1.63 -0.41 -2.95
C 3.58 1.55 2.17
H 1.08 1.44 4.86
H 1.28 2.63 3.56
C -0.74 -1.05 3.33
H -4.80 2.48 -1.46
C -2.65 -0.79 -1.40
C -1.33 2.62 -0.91
H -3.30 2.66 -3.60
H 0.05 -3.13 1.51
C 1.12 -2.96 1.57
H -0.62 -1.66 4.23
H -3.34 -0.76 -0.57
C 0.60 -0.72 2.78
S -2.81 2.50 -0.05
C -3.72 2.52 -1.49
C 2.51 0.51 2.21
C -1.54 2.67 -2.26
C 1.43 -1.57 2.00
H 1.54 -3.68 2.29
C -0.38 -0.52 -2.21
H -4.11 -1.31 -2.88
H 1.56 -3.17 0.60
H 4.46 -0.58 0.62
C -1.30 -0.49 -1.14
H -0.75 2.75 -2.98
C 3.75 -1.36 0.88
Pt 0.82 0.33 0.87
O -1.77 -1.40 -5.97
Te 0.48 2.75 0.10
C 0.81 1.68 3.82
C 1.03 -0.29 -2.04
H 3.42 -1.85 -0.03
O -0.97 -0.21 0.09
O -3.78 -1.64 -5.23
H -0.13 -0.84 -4.34
H -1.30 -0.16 3.59
H -1.32 -1.63 2.61
C -0.83 -0.82 -3.51
H 3.18 2.54 2.36
N -2.60 -1.40 -5.08
C 1.27 0.58 2.94
H 4.08 1.57 1.20
C -2.15 -1.09 -3.72

- energy above the lowest of the compared OMol25 structures with the same formula, charge and spin (kJ/mol) = 0.0
- gap between HOMO and LUMO (hartree) = 0.240
- net charge = +1
- calculated total energy (eV) = -53179.8799